Entry 1:
Below is a molecular structure, C29H77AgMnN7O10, with properties calculated with ωB97M-V/def2-TZVPD.

Structure (XYZ):
```
125
Properties=species:S:1:pos:R:3:mulliken_spin:R:1
Ag 4.618 -1.741 3.469 -0.003
Mn 3.493 2.190 -1.821 4.834
C 1.404 -0.077 0.844 -0.078
O 2.371 0.578 1.129 0.488
O 1.025 0.127 -0.314 0.482
O 1.279 -1.070 1.500 0.384
C 5.715 7.395 -0.075 -0.003
C 4.726 6.239 -0.209 0.000
C 3.395 6.700 -0.778 -0.003
O 2.586 5.553 -1.072 -0.004
C 1.209 5.835 -1.364 0.002
N 5.297 5.099 -0.924 -0.034
H 5.605 8.071 -0.923 0.000
H 6.770 7.165 0.077 0.000
H 5.335 7.928 0.797 -0.001
H 4.450 5.913 0.794 -0.001
H 3.563 7.314 -1.663 -0.001
H 2.787 7.317 -0.117 -0.001
H 0.738 6.418 -0.573 0.000
H 0.661 4.902 -1.494 -0.002
H 1.110 6.491 -2.228 0.001
H 6.064 4.786 -0.346 0.000
H 5.897 5.477 -1.643 0.001
C -4.632 -6.050 2.521 0.000
C -3.885 -4.714 2.610 0.000
C -4.192 -3.947 3.961 0.000
O -5.619 -3.665 4.107 0.000
C -5.927 -3.164 5.436 0.000
N -2.464 -5.054 2.647 0.000
H -4.439 -6.575 3.456 0.000
H -4.449 -6.747 1.703 0.000
H -5.698 -5.845 2.422 0.000
H -4.101 -4.097 1.737 0.000
H -3.589 -3.039 3.998 0.000
H -3.792 -4.590 4.745 0.000
H -5.201 -2.421 5.766 0.000
H -5.803 -3.974 6.154 0.000
H -6.914 -2.705 5.491 0.000
H -2.006 -4.155 2.601 0.000
H -2.187 -5.463 1.766 0.000
C -6.685 3.094 4.103 0.000
C -5.997 2.863 2.682 0.000
C -4.420 2.967 2.791 0.000
O -3.916 4.149 3.466 0.000
C -2.598 3.911 3.975 0.000
N -6.377 1.579 2.043 0.000
H -7.731 2.791 4.134 0.000
H -6.729 4.164 4.301 0.000
H -6.191 2.554 4.912 0.000
H -6.412 3.695 2.113 0.000
H -3.977 2.912 1.796 0.000
H -4.100 2.093 3.358 0.000
H -2.551 3.140 4.744 0.000
H -2.173 4.795 4.450 0.000
H -1.927 3.728 3.137 0.000
H -5.693 1.349 1.336 0.000
H -6.284 0.800 2.679 0.000
C 1.229 2.344 -7.912 -0.006
C 1.803 1.448 -6.803 -0.001
C 2.164 0.006 -7.202 -0.002
O 3.031 0.151 -8.281 -0.001
C 3.452 -1.119 -8.830 0.000
N 2.885 2.074 -6.166 -0.053
H 1.896 2.679 -8.707 0.000
H 0.754 3.201 -7.435 0.000
H 0.387 1.792 -8.329 -0.001
H 1.074 1.358 -5.998 -0.001
H 1.300 -0.553 -7.562 0.001
H 2.546 -0.701 -6.465 0.000
H 4.310 -1.510 -8.284 0.000
H 3.867 -0.931 -9.820 0.000
H 2.723 -1.905 -9.027 0.000
H 2.998 2.938 -6.677 0.001
H 3.605 1.585 -6.678 0.000
C 5.111 3.444 7.280 0.000
C 5.071 1.940 7.081 0.000
C 3.664 1.494 7.454 0.000
O 3.302 0.233 6.846 0.000
C 2.068 -0.281 7.339 0.000
N 5.260 1.801 5.650 0.000
H 4.744 3.719 8.268 0.000
H 4.570 3.937 6.472 0.000
H 6.155 3.755 7.249 0.000
H 5.937 1.493 7.570 0.000
H 2.880 2.211 7.213 0.000
H 3.543 1.369 8.530 0.000
H 2.127 -0.602 8.379 0.000
H 1.627 -1.131 6.819 0.000
H 1.239 0.425 7.386 0.000
H 6.136 2.206 5.352 0.000
H 4.501 2.285 5.192 0.000
C -5.736 -2.238 -4.301 0.000
C -4.769 -1.033 -4.539 0.000
C -5.494 0.192 -5.297 0.000
O -5.936 -0.119 -6.603 0.000
C -6.742 0.818 -7.286 0.000
N -4.317 -0.579 -3.255 0.000
H -5.217 -2.986 -3.702 0.000
H -6.149 -2.731 -5.182 0.000
H -6.633 -1.867 -3.806 0.000
H -3.995 -1.522 -5.130 0.000
H -4.770 0.988 -5.477 0.000
H -6.323 0.592 -4.713 0.000
H -6.152 1.727 -7.393 0.000
H -7.706 1.021 -6.818 0.000
H -7.050 0.497 -8.281 0.000
H -3.331 -0.360 -3.230 0.000
H -4.271 -1.467 -2.775 0.000
C 5.626 -7.683 0.049 0.000
C 4.451 -6.756 -0.396 0.000
C 3.345 -7.647 -1.037 0.000
O 2.130 -6.875 -1.315 0.000
C 2.379 -5.701 -2.089 0.000
N 3.969 -5.978 0.679 0.000
H 6.290 -7.064 0.653 0.000
H 6.212 -8.043 -0.797 0.000
H 5.297 -8.501 0.690 0.000
H 4.815 -5.958 -1.043 0.000
H 2.964 -8.414 -0.362 0.000
H 3.726 -8.189 -1.902 0.000
H 1.424 -5.224 -2.309 0.000
H 2.826 -5.914 -3.060 0.000
H 3.010 -4.942 -1.626 0.000
H 3.178 -5.550 0.220 0.000
H 3.549 -6.637 1.319 0.000
```

- Charge: +2
- Multiplicity: 7
- Energy above the lowest of the compared OMol25 structures with the same formula, charge and spin: 351.2 kcal per mole
- Energy: -97515.67540 eV
- Highest occupied orbital energy (spin up / spin down): -11.8 / -11.8 eV
- Expectation value of S²: 12.23

Entry 2:
Below is 10 unconnected molecules or ions with the total composition C29H78O10, with properties calculated with ωB97M-V/def2-TZVPD.

Structure (XYZ):
```
117
Properties=species:S:1:pos:R:3:lowdin_charge:R:1
C 2.644 -2.961 2.441 -0.094
C 3.097 -3.418 1.084 -0.320
O 2.595 -4.718 0.789 -0.080
H 1.559 -2.862 2.523 0.058
H 3.064 -1.978 2.663 0.072
H 2.993 -3.647 3.214 0.083
H 4.194 -3.428 1.079 0.116
H 2.792 -2.729 0.286 0.090
H 3.138 -5.119 0.107 0.081
C -2.768 1.493 -3.856 -0.043
C -1.318 1.338 -3.425 -0.488
C -0.349 1.187 -4.589 -0.036
O -0.974 2.408 -2.545 -0.085
H -3.047 0.813 -4.663 0.081
H -2.913 2.504 -4.254 0.087
H -3.435 1.417 -2.998 0.059
H -1.260 0.418 -2.823 0.120
H -0.489 0.208 -5.036 0.059
H 0.651 1.324 -4.178 0.073
H -0.592 1.982 -5.298 0.088
H -0.770 1.973 -1.692 0.049
C -1.111 -3.774 -0.545 -0.050
C -1.329 -5.121 0.130 -0.466
C -1.126 -5.018 1.636 -0.047
O -2.658 -5.593 -0.119 -0.052
H -1.878 -3.037 -0.295 0.074
H -1.008 -3.827 -1.630 0.063
H -0.156 -3.350 -0.211 0.066
H -0.618 -5.830 -0.290 0.139
H -0.094 -4.768 1.903 0.068
H -1.372 -5.964 2.118 0.088
H -1.740 -4.242 2.103 0.051
H -3.250 -5.042 0.403 0.081
C 1.420 -1.541 -2.475 -0.058
C 1.287 -2.743 -3.390 -0.478
C 0.061 -2.666 -4.291 -0.052
O 2.527 -2.762 -4.127 -0.058
H 2.129 -1.645 -1.656 0.063
H 0.446 -1.366 -2.000 0.069
H 1.651 -0.634 -3.036 0.072
H 1.230 -3.663 -2.794 0.127
H -0.818 -2.478 -3.669 0.072
H -0.154 -3.606 -4.801 0.081
H 0.189 -1.849 -5.000 0.069
H 2.465 -3.471 -4.781 0.087
C 5.277 2.466 -1.695 -0.057
C 4.371 1.931 -2.789 -0.486
C 3.809 3.050 -3.648 -0.048
O 5.150 1.016 -3.585 -0.056
H 4.777 3.217 -1.078 0.076
H 6.208 2.889 -2.066 0.083
H 5.507 1.654 -1.000 0.078
H 3.574 1.322 -2.346 0.112
H 4.613 3.705 -3.991 0.087
H 3.169 3.671 -3.018 0.048
H 3.247 2.716 -4.518 0.081
H 4.539 0.408 -4.009 0.080
C -3.585 1.561 2.055 -0.039
C -4.216 0.626 1.029 -0.471
C -4.890 1.396 -0.083 -0.056
O -3.144 -0.172 0.485 -0.079
H -4.392 2.180 2.450 0.088
H -2.805 2.174 1.607 0.083
H -3.169 0.977 2.876 0.067
H -4.960 -0.014 1.517 0.135
H -5.017 0.799 -0.990 0.076
H -4.236 2.216 -0.401 0.087
H -5.854 1.832 0.179 0.084
H -3.561 -0.920 0.042 0.099
C 0.893 4.987 -1.559 -0.057
C 0.611 5.620 -2.918 -0.499
C 1.738 6.462 -3.492 -0.057
O 0.168 4.687 -3.890 -0.054
H 1.015 5.782 -0.816 0.082
H 1.774 4.343 -1.572 0.054
H 0.055 4.419 -1.149 0.070
H -0.189 6.352 -2.715 0.128
H 2.058 7.216 -2.766 0.078
H 1.392 6.978 -4.386 0.078
H 2.653 5.914 -3.731 0.065
H -0.179 3.914 -3.412 0.039
C -2.700 -2.079 3.772 -0.062
C -3.477 -2.867 4.789 -0.485
C -4.849 -2.278 5.118 -0.059
O -3.650 -4.185 4.257 -0.053
H -3.249 -1.879 2.853 0.077
H -1.813 -2.664 3.511 0.069
H -2.308 -1.158 4.208 0.069
H -2.909 -2.942 5.725 0.135
H -4.797 -1.312 5.626 0.080
H -5.475 -2.908 5.755 0.075
H -5.415 -2.120 4.194 0.079
H -4.332 -4.638 4.760 0.082
C 1.453 2.189 4.220 -0.054
C 1.275 1.277 5.438 -0.478
C 0.895 -0.153 5.067 -0.050
O 2.546 1.138 6.088 -0.059
H 0.501 2.288 3.689 0.068
H 2.190 1.764 3.540 0.078
H 1.757 3.191 4.528 0.077
H 0.543 1.727 6.113 0.134
H -0.067 -0.218 4.565 0.058
H 0.837 -0.650 6.039 0.085
H 1.703 -0.614 4.504 0.069
H 2.796 1.986 6.469 0.088
C 0.280 -0.293 1.517 -0.037
C 0.352 1.022 0.728 -0.439
C 1.701 1.263 0.081 -0.022
O -0.671 0.983 -0.269 -0.078
H -0.645 -0.379 2.092 0.068
H 1.085 -0.416 2.241 0.049
H 0.351 -1.126 0.811 0.075
H 0.082 1.810 1.442 0.120
H 1.754 2.328 -0.163 0.071
H 1.932 0.731 -0.842 0.057
H 2.487 1.004 0.792 0.084
H -1.472 0.591 0.113 0.053
```

- Multiplicity: 1
- SMILES: CC(C)O.CC(C)O.CC(C)O.CC(C)O.CC(C)O.CC(C)O.CC(C)O.CC(C)O.CC(C)O.CCO
- Energy above the lowest of the compared OMol25 structures with the same formula, charge and spin: 14.6 kcal per mole
- Energy: -51812.69567 eV
- Highest occupied orbital energy: -9.3 eV